Entry from OMol25: C3H5NO in the gas phase (ωB97M-V/def2-TZVPD).

```
10
Properties=species:S:1:pos:R:3:forces:R:3
H 0.074 -1.371 -0.030 0.12 -0.28 -0.01
H -2.562 1.059 -0.125 -0.25 0.47 -0.13
H -0.120 1.660 -0.016 -0.25 -0.29 0.03
C 0.500 -0.378 0.001 0.20 -0.36 -0.44
N 1.880 -0.322 -0.103 -0.44 1.75 0.95
C -1.840 0.250 -0.058 0.36 -1.50 0.52
H 2.424 -1.159 0.056 -0.32 0.22 0.07
H 2.307 0.560 0.264 -0.41 -1.37 -0.71
C -0.426 0.609 0.010 0.97 0.53 -0.11
O -2.237 -0.909 0.002 0.03 0.82 -0.17
```
Positions in Å, forces in eV/Å.

Calculated values
Lowest unoccupied orbital energy, eV: 0.80
Relative energy (zero: lowest compared OMol25 entry of this formula, charge and spin), kcal per mole: 16.6
SMILES: N/C=C/C=O
E_HOMO, eV: -8.8
HOMO-LUMO gap, eV: 9.63
Charge: 0



Entry from OMol25: a molecular structure, C38H45BCuN7O5Si (ωB97M-V/def2-TZVPD).

```
98
Properties=species:S:1:pos:R:3:forces:R:3
C -1.771 -5.826 -0.586 0.11 0.02 -0.06
C 1.608 -3.274 -3.767 0.16 0.02 0.01
H -0.567 -5.223 4.149 0.00 0.02 -0.01
C 3.069 -1.055 -4.553 0.00 -0.06 -0.01
H 3.859 -3.660 1.927 -0.06 0.03 -0.02
H 1.583 -5.665 -0.247 0.02 0.00 0.03
C 1.906 -3.080 -5.113 0.01 0.00 0.09
H 4.165 -4.050 -1.836 -0.01 0.00 0.07
H -4.358 -5.914 2.328 -0.02 0.01 -0.01
C -0.464 -6.227 -0.338 0.00 0.07 -0.01
N -1.359 1.719 0.204 -0.26 0.29 0.08
H 1.563 -3.795 -5.853 0.00 0.01 0.02
H -3.420 0.266 0.945 0.02 0.04 -0.01
H 1.037 -4.150 -3.470 0.01 0.05 -0.02
H 3.629 -0.177 -4.858 -0.02 -0.01 0.01
H 2.549 -0.801 3.333 0.01 0.00 -0.01
N 1.701 2.011 0.274 -0.30 0.03 -0.07
C 2.027 -2.366 -2.787 -0.04 -0.05 -0.19
C -2.095 -2.017 1.094 0.04 0.02 -0.07
H 3.718 -0.991 0.262 0.00 0.03 0.02
H -1.196 -2.569 -1.265 -0.01 -0.13 -0.08
H 0.126 5.506 0.101 -0.04 -0.02 -0.01
H 0.583 0.816 -5.206 -0.02 0.02 0.09
C 2.937 -3.441 1.369 0.03 -0.06 0.01
O -1.065 -1.329 1.381 -0.31 0.22 0.00
O -3.609 -7.586 3.872 -0.06 -0.01 -0.04
H -1.545 6.025 -0.171 0.01 0.01 0.00
N -2.609 -6.916 4.051 0.01 0.16 -0.08
H 4.286 2.250 -1.232 -0.03 0.03 0.03
H 3.045 -0.496 -2.484 -0.03 -0.05 -0.05
C 0.581 -5.315 -0.451 -0.10 0.10 -0.11
C 2.050 2.957 -3.729 0.00 -0.03 0.05
H -0.348 -3.072 2.860 -0.03 -0.02 0.02
O 1.117 -1.201 -0.333 -0.08 -0.23 -0.04
O -2.932 -1.780 0.213 0.04 0.10 0.25
C 3.321 1.437 1.644 0.12 -0.16 0.09
H 1.741 3.943 -3.377 0.01 -0.04 -0.03
N -0.235 0.657 -2.039 0.59 0.03 0.11
C 3.930 2.895 -0.423 -0.04 -0.02 0.00
H -3.326 4.258 0.827 0.06 -0.06 -0.04
H -0.599 5.326 -1.494 -0.01 -0.01 0.04
C 3.261 -3.096 -0.091 0.04 -0.07 0.00
H 4.571 -1.687 -1.127 -0.03 -0.01 0.06
C -1.324 3.923 -0.037 0.02 0.00 -0.03
C -2.477 -5.651 3.300 -0.02 -0.07 0.04
H 0.823 -0.475 3.094 0.03 0.02 0.00
H 2.279 -4.313 1.450 0.08 0.07 0.00
C 1.802 -0.013 3.227 0.02 -0.02 -0.09
C 3.982 -4.264 -0.778 0.02 0.04 0.01
C 2.105 0.858 2.050 -0.04 0.14 0.05
N 0.652 1.693 -2.079 -0.20 0.16 0.19
C -0.802 5.269 -0.423 -0.01 -0.02 0.01
C -3.495 -5.275 2.440 -0.11 0.00 0.00
Si 1.636 -2.580 -0.943 -0.07 0.15 0.05
C -0.345 0.194 -3.273 -0.24 0.00 -0.10
C -1.260 -0.936 -3.622 0.04 0.01 0.09
H -4.545 1.632 0.943 0.02 0.00 0.02
H -2.584 -6.535 -0.485 -0.01 0.00 0.00
C 1.068 1.897 -3.345 0.00 -0.03 0.00
C 2.645 -1.973 -5.507 0.01 0.01 0.07
C 4.208 -1.890 -0.114 0.05 0.03 0.05
Cu -0.339 -0.020 0.030 0.25 -0.25 -0.34
C -1.341 -4.882 3.477 0.09 -0.06 0.06
H -3.041 -4.165 -1.098 0.09 0.01 -0.01
H 4.957 -4.436 -0.299 -0.05 0.02 -0.02
N 1.135 1.224 1.227 0.34 -0.04 -0.13
C -2.239 -3.293 1.906 -0.04 0.05 0.14
H 1.208 3.688 -1.173 0.01 -0.11 0.00
B 0.787 2.614 -0.828 0.01 -0.05 -0.06
H 3.428 -5.201 -0.722 0.01 0.01 -0.02
H -0.704 -1.859 -3.803 0.00 0.06 0.03
H 1.799 0.568 4.153 -0.02 0.00 0.00
C -2.025 -4.508 -0.936 0.13 -0.07 -0.25
H -1.975 -1.116 -2.817 0.03 0.03 0.00
H 3.039 2.752 -3.308 -0.07 0.02 -0.02
C 2.751 -1.246 -3.215 -0.05 -0.06 0.04
H -3.523 1.341 2.353 0.01 -0.02 -0.04
C -1.228 -3.695 2.772 0.03 0.01 -0.08
C -2.506 2.184 0.674 -0.03 0.10 0.03
C 0.452 0.957 -4.143 -0.05 -0.02 -0.03
H 2.430 -2.604 1.855 0.03 -0.01 0.00
C 0.357 -3.979 -0.813 -0.17 -0.08 0.12
H 2.884 -1.821 -6.554 0.00 0.00 0.00
H 3.421 3.747 -0.876 0.02 -0.03 0.03
C 3.022 2.142 0.495 -0.01 0.08 -0.02
H -4.122 -3.762 1.040 -0.01 -0.01 0.05
H -1.812 -0.692 -4.531 -0.03 -0.03 0.00
O -1.716 -7.224 4.816 0.07 0.02 0.02
C -3.364 -4.090 1.739 -0.11 0.01 0.22
H -0.256 -7.250 -0.041 -0.01 0.03 -0.02
H 5.088 -2.094 0.516 -0.05 0.01 -0.05
C -3.555 1.300 1.261 0.03 -0.02 -0.03
H 4.800 3.256 0.123 0.01 -0.01 0.00
H 4.293 1.332 2.105 -0.09 0.01 -0.04
C -0.973 -3.606 -1.042 0.15 -0.08 -0.16
H 2.143 2.985 -4.814 0.00 0.01 0.01
C -2.531 3.586 0.539 -0.12 -0.09 0.08
N -0.634 2.787 -0.233 0.19 -0.16 0.03
```
Positions in Å, forces in eV/Å.

Calculated values
Lowest unoccupied orbital energy (alpha / beta), eV: 1.81 / 1.81
2S+1: 2
E_HOMO (alpha / beta), eV: -6.0 / -6.1
Expectation value of S²: 0.75
HOMO-LUMO gap (alpha / beta), eV: 7.86 / 7.87
Charge: -1



Entry from OMol25: 2 unconnected molecules or ions with the total composition C10H11N2OP (ωB97M-V/def2-TZVPD).

```
25
Properties=species:S:1:pos:R:3:forces:R:3
C -0.295 -3.022 2.572 0.12 0.01 0.10
P 0.405 -0.383 -2.261 -0.36 -0.08 0.01
C -1.043 4.187 -0.750 -0.31 0.08 0.01
H -2.039 4.515 -1.045 0.05 -0.03 -0.01
H 1.656 -2.575 3.354 0.04 -0.03 0.08
H -1.071 3.733 0.240 0.01 0.01 -0.07
C -0.862 -2.144 0.392 0.04 -0.02 0.10
H 3.271 -0.993 1.663 -0.10 0.01 -0.10
C 1.068 -0.781 -0.673 0.21 0.22 -0.31
C 0.402 -1.572 0.326 0.35 -0.04 0.43
H -1.551 -2.009 -0.427 -0.16 -0.05 -0.07
H 1.537 0.332 -2.663 0.32 0.27 -0.21
C 1.303 -1.725 1.404 -0.71 -0.25 -0.13
O -0.557 3.187 -1.684 0.87 0.64 0.97
N 2.452 -1.053 1.081 0.45 0.14 0.11
H -0.589 -3.598 3.436 -0.02 -0.04 0.09
C 2.315 -0.491 -0.154 -0.19 -0.01 -0.07
H -2.178 -3.313 1.597 -0.03 -0.03 -0.01
H -2.927 2.346 -3.636 0.22 -0.15 -0.05
C 0.963 -2.455 2.534 0.06 -0.03 0.12
C -1.326 2.682 -2.566 -0.73 -1.11 -1.30
C -1.198 -2.864 1.519 -0.24 -0.04 -0.12
N -2.503 2.894 -2.904 -0.02 0.53 0.54
H -0.344 5.019 -0.766 0.01 -0.07 -0.03
H 3.112 0.082 -0.589 0.11 0.07 -0.08
```
Positions in Å, forces in eV/Å.

Calculated values
Lowest unoccupied orbital energy (alpha / beta), eV: -0.49 / 0.23
Relative energy (zero: lowest compared OMol25 entry of this formula, charge and spin), kcal per mole: 0.0
E_HOMO (alpha / beta), eV: -7.7 / -7.0
HOMO-LUMO gap (alpha / beta), eV: 7.25 / 7.20
Charge: 0